Entry 1:
# C23H43N2O2P3Sc

A molecular structure, C23H43N2O2P3Sc in a non-equilibrium geometry (the ωB97M-V functional and the def2-TZVPD basis, the OMol25 dataset).

The geometry in XYZ format:
```
74
Properties=species:S:1:pos:R:3:forces:R:3
Sc -0.028 0.294 0.632 1.25 -0.67 1.90
P -1.553 1.497 2.560 -1.18 0.74 0.29
P -1.921 -1.475 0.415 -0.52 -0.18 -0.88
P 0.966 2.656 0.185 -0.37 0.66 -0.60
H -0.307 -1.269 -8.841 0.22 0.12 0.00
C 0.687 -0.827 -8.773 1.65 -1.19 0.34
C 1.793 -1.612 -8.596 -1.68 1.19 -0.21
H 1.704 -2.695 -8.515 0.05 0.27 -0.01
C -2.930 2.556 1.983 -0.13 0.03 -0.33
C -2.390 0.388 3.729 -0.18 -0.72 0.21
C -0.685 2.591 3.724 0.94 0.45 0.27
C -1.284 -2.506 -0.940 0.23 -0.19 -0.24
C -2.213 -2.673 1.730 0.09 0.02 0.79
C -3.544 -0.913 -0.172 -0.08 0.08 0.08
C 2.087 2.405 -1.216 0.39 -0.43 -0.22
C 1.988 3.471 1.421 0.36 0.02 0.40
C -0.194 3.927 -0.414 -0.01 -0.02 0.05
H 0.781 0.249 -8.913 -0.04 -0.21 -0.01
H 2.793 -1.179 -8.588 -0.22 -0.12 -0.01
H -3.530 2.934 2.830 0.31 -0.17 -0.37
H -3.576 1.978 1.306 0.07 0.16 0.26
H -2.539 3.402 1.396 -0.14 -0.21 0.29
H -2.851 0.966 4.549 0.17 -0.11 -0.40
H -1.661 -0.306 4.172 -0.15 0.19 -0.05
H -3.168 -0.220 3.247 0.17 0.26 0.10
H -1.185 3.565 3.840 -0.02 -0.43 -0.03
H 0.335 2.803 3.380 -0.28 0.05 0.15
H -0.585 2.114 4.712 -0.15 0.15 -0.33
H -1.831 -3.458 -0.942 0.13 0.20 -0.19
H -0.211 -2.703 -0.786 -0.41 -0.13 -0.04
H -1.384 -1.992 -1.908 -0.12 -0.27 0.30
H -3.269 -2.987 1.680 0.46 -0.10 0.11
H -2.007 -2.200 2.705 -0.28 -0.35 -0.29
H -1.521 -3.526 1.626 -0.39 0.21 -0.01
H -4.092 -1.800 -0.534 -0.07 0.51 0.17
H -3.401 -0.186 -0.989 -0.17 -0.37 0.24
H -4.075 -0.401 0.651 0.04 -0.37 -0.42
H 2.812 3.230 -1.262 -0.21 -0.25 -0.18
H 1.522 2.325 -2.159 0.19 0.21 0.31
H 2.613 1.446 -1.073 0.06 0.52 -0.10
H 2.778 4.017 0.884 -0.26 0.05 0.43
H 2.459 2.715 2.070 0.01 0.48 -0.23
H 1.368 4.143 2.035 0.39 -0.12 -0.24
H 0.389 4.671 -0.981 -0.43 -0.05 0.25
H -0.719 4.381 0.443 0.26 0.00 -0.45
H -0.941 3.451 -1.070 0.25 0.30 0.11
C 0.557 -0.141 -2.344 0.39 -0.33 2.58
C -0.627 0.458 -2.852 -0.64 0.45 -0.90
C -0.757 0.633 -4.219 -0.78 0.15 1.89
C 0.292 0.223 -5.048 -0.03 -0.03 -0.95
C 1.470 -0.344 -4.545 0.99 -0.59 1.18
C 1.619 -0.536 -3.182 0.23 0.08 -1.24
O 0.729 -0.325 -1.031 -0.39 0.33 -2.92
H -1.475 1.216 -0.219 -0.99 0.45 -0.02
H -1.417 0.801 -2.164 0.41 -0.32 -0.37
H -1.686 1.077 -4.585 0.49 -0.15 -0.22
H 0.179 0.342 -6.118 0.13 -0.03 -0.13
H 2.278 -0.647 -5.203 -0.22 0.12 -0.15
H 2.506 -0.933 -2.685 -0.20 -0.02 -0.45
N 2.244 -4.800 4.282 -0.72 -0.09 -1.20
C 1.671 -4.160 3.222 0.29 -1.80 0.45
O 1.103 -4.753 2.304 0.49 1.34 0.88
C 1.795 -2.665 3.277 -0.12 0.76 -0.35
C 2.513 -1.919 4.242 -0.81 0.04 -1.01
C 2.469 -0.525 4.185 -0.07 0.57 -0.14
C 1.728 0.095 3.184 -0.05 -0.57 -0.23
N 1.082 -0.624 2.236 0.40 -0.41 0.40
C 1.128 -1.978 2.267 0.15 0.73 0.24
H 2.158 -5.811 4.307 0.11 0.25 0.10
H 2.642 -4.321 5.061 0.11 -0.09 0.25
H 3.084 -2.431 4.995 0.17 0.14 0.22
H 2.994 0.130 4.885 -0.08 -0.49 -0.07
H 1.629 1.182 3.069 0.22 -0.58 0.39
H 0.613 -2.491 1.445 0.33 -0.13 0.53
```
Forces are in eV/Å.

As for the HOMO energy (alpha / beta): -15.45 / -15.42 eV. The net charge is +3. The calculation puts the energy above the lowest of the compared OMol25 structures with the same formula, charge and spin at 0.0 kJ/mol. As for the orbital gap (alpha / beta): 3.10 / 3.56 eV.


Entry 2:
# C49H49F13N3O17PS2

6 unconnected molecules or ions with the total composition C49H49F13N3O17PS2 in a non-equilibrium geometry (the ωB97M-V functional and the def2-TZVPD basis, the OMol25 dataset).

The geometry in XYZ format:
```
134
Properties=species:S:1:pos:R:3:forces:R:3
C -2.840 3.098 -0.484 0.48 -0.70 0.22
C -1.888 2.359 0.221 -0.99 0.72 0.44
N -1.407 1.086 -0.121 0.86 1.51 -1.41
C 0.031 0.992 -0.214 0.82 -0.37 0.52
C 0.787 0.424 0.792 -0.22 -0.17 0.23
C 2.166 0.325 0.676 0.35 -0.73 -0.28
P 3.201 -0.400 1.994 1.32 0.98 1.13
C 2.120 -1.143 3.312 0.10 -0.01 -1.00
C 4.122 -1.864 1.323 -1.36 -0.34 -0.67
C 3.304 -2.669 0.284 0.36 -0.04 0.20
C 2.809 0.798 -0.481 -0.08 0.25 -0.36
C 4.301 0.676 -0.704 -1.47 -0.34 0.37
C 5.134 1.609 -0.111 0.65 0.23 0.14
C 6.502 1.546 -0.339 -0.37 -0.57 -0.47
C 6.930 0.522 -1.176 0.19 0.43 0.35
C 6.004 -0.367 -1.683 0.10 -0.91 -0.71
N 4.681 -0.345 -1.486 1.01 1.05 0.46
C 2.064 1.398 -1.506 -0.43 -0.22 -0.10
C 2.695 1.958 -2.762 0.42 0.30 1.01
C 2.952 3.482 -2.607 -0.15 0.04 -0.55
C 2.019 4.356 -3.434 -0.16 0.44 0.59
F 1.741 3.811 -4.679 0.09 -0.06 -0.10
C 0.677 1.477 -1.342 -0.64 0.14 -0.25
S -0.400 2.168 -2.594 0.22 -0.26 -0.16
C -1.682 0.926 -2.551 0.44 0.03 0.32
C -2.246 0.389 -3.712 0.28 0.14 0.44
C -1.731 0.879 -5.045 -0.22 -0.31 -0.25
C -1.177 -0.209 -5.982 0.39 0.66 0.00
F -1.847 -0.180 -7.196 -0.11 -0.37 -0.04
C -3.250 -0.587 -3.553 0.08 0.02 -0.16
C -3.913 -1.186 -4.775 -0.19 0.11 0.34
S -4.759 0.007 -5.870 0.25 -0.02 -0.08
C -5.317 1.401 -4.842 -0.66 0.28 -0.51
C -5.452 2.620 -5.783 0.42 -0.62 -0.52
C -3.587 -1.010 -2.260 -0.09 -0.01 0.33
N -4.580 -2.065 -2.069 -0.50 0.08 -1.66
C -4.144 -3.299 -2.525 0.45 -0.16 0.48
O -3.015 -3.609 -2.634 1.19 -0.23 -0.03
F -5.090 -4.162 -2.852 -0.82 0.00 0.03
C -5.903 -1.709 -2.389 -0.24 -0.25 0.75
O -6.271 -0.744 -2.939 0.00 1.06 -0.38
F -6.773 -2.585 -1.920 -0.05 -0.53 0.27
C -2.988 -0.502 -1.107 0.24 -0.10 -0.17
C -3.290 -0.964 0.313 -0.37 0.53 0.49
F -4.100 -2.045 0.371 0.13 -0.16 -0.09
F -2.155 -1.322 0.959 0.21 -0.10 -0.24
C -3.996 0.178 1.158 -0.16 -0.50 -0.29
F -3.295 0.408 2.281 -0.01 0.17 0.06
F -5.233 -0.250 1.517 -0.03 0.00 0.07
C -2.046 0.508 -1.277 -0.13 -0.20 -0.18
H -2.547 3.636 -1.376 -0.62 -1.40 -1.11
H -3.856 3.182 -0.114 0.43 1.65 0.88
H -1.478 2.762 1.152 -0.60 -1.03 0.72
H 0.288 0.030 1.668 -0.12 0.05 -0.05
H 2.155 -0.503 4.187 -0.25 0.10 -0.01
H 1.108 -1.299 2.941 -0.12 -0.13 0.35
H 2.570 -2.098 3.575 -0.11 -0.07 0.04
H 4.274 -2.525 2.177 0.25 0.28 0.21
H 5.085 -1.557 0.927 0.06 0.05 0.06
H 3.591 -3.719 0.349 -0.13 -0.07 -0.16
H 2.234 -2.577 0.473 -0.04 -0.16 0.08
H 3.479 -2.322 -0.731 0.04 0.08 0.00
H 4.716 2.376 0.517 -0.14 0.06 -0.01
H 7.206 2.245 0.088 -0.08 0.10 0.09
H 7.974 0.415 -1.433 0.02 -0.10 -0.01
H 6.372 -1.174 -2.310 -0.10 0.00 -0.02
H 2.064 1.738 -3.618 0.11 0.02 -0.15
H 3.671 1.495 -2.874 -0.13 -0.21 -0.34
H 3.973 3.732 -2.896 0.09 -0.21 0.01
H 2.836 3.771 -1.561 0.07 0.06 0.02
H 1.074 4.532 -2.914 -0.15 -0.23 -0.14
H 2.457 5.343 -3.593 0.10 -0.04 -0.10
H -0.940 1.611 -4.918 -0.02 0.00 0.32
H -2.531 1.412 -5.560 -0.06 -0.17 -0.19
H -0.138 0.022 -6.218 0.05 -0.04 0.06
H -1.191 -1.212 -5.557 -0.24 -0.06 -0.05
H -3.162 -1.695 -5.375 0.00 0.16 -0.23
H -4.636 -1.956 -4.529 -0.01 -0.01 0.19
H -6.317 1.164 -4.499 0.13 -0.13 0.47
H -4.665 1.618 -4.000 0.06 -0.18 0.02
H -5.175 2.327 -6.801 0.04 0.05 -0.01
H -4.781 3.427 -5.510 -0.16 0.13 0.16
H -6.482 2.953 -5.857 0.01 0.25 0.28
H -4.131 1.085 0.575 0.24 0.16 0.07
O -0.119 -7.553 -5.606 0.00 -0.06 0.02
C -0.844 -7.562 -4.671 0.10 -0.10 -0.21
O -2.189 -7.385 -4.733 0.13 -0.02 0.23
C -2.719 -7.603 -3.423 -0.36 0.14 -0.07
C -1.516 -7.337 -2.552 0.06 -0.30 0.14
F -1.529 -8.102 -1.431 0.07 0.04 -0.01
O -0.442 -7.746 -3.378 -0.21 0.35 -0.14
H -3.064 -8.634 -3.336 0.14 -0.04 0.11
H -3.548 -6.930 -3.219 0.07 0.12 -0.20
H -1.383 -6.290 -2.275 -0.01 -0.04 0.14
O 2.976 3.596 1.307 0.03 0.02 -0.01
C 3.321 3.478 2.438 -0.19 -0.17 -0.28
O 2.512 3.102 3.447 0.23 0.14 0.06
C 3.325 2.949 4.620 -0.25 -0.14 0.33
C 4.508 3.828 4.295 0.24 -0.40 0.01
F 5.654 3.358 4.839 0.02 0.07 -0.06
O 4.586 3.720 2.882 -0.33 0.29 0.10
H 3.609 1.902 4.732 0.20 0.05 -0.04
H 2.789 3.267 5.510 -0.16 0.05 -0.13
H 4.385 4.877 4.572 0.12 0.00 0.03
O 3.595 0.551 6.961 -0.04 0.06 -0.16
C 3.259 -0.575 7.114 -0.03 0.22 -0.06
O 2.371 -0.987 8.048 0.14 -0.12 -0.17
C 2.119 -2.379 7.827 -0.31 0.06 0.20
C 3.362 -2.803 7.089 -0.14 -0.14 -0.43
F 3.104 -3.796 6.201 0.08 0.03 -0.01
O 3.717 -1.628 6.376 0.01 0.05 0.56
H 1.220 -2.493 7.218 0.13 -0.04 -0.18
H 1.982 -2.902 8.761 0.03 0.22 0.15
H 4.190 -3.101 7.733 0.02 -0.08 -0.07
O 5.803 -2.152 11.908 -0.05 0.03 -0.05
C 5.002 -2.989 11.686 0.08 0.27 0.20
O 4.402 -3.764 12.625 -0.04 -0.06 -0.32
C 3.402 -4.552 11.973 -0.10 -0.21 0.28
C 3.901 -4.571 10.549 -0.18 0.20 -0.04
F 2.877 -4.617 9.651 0.13 -0.18 0.08
O 4.551 -3.324 10.432 0.15 -0.29 0.16
H 2.434 -4.056 12.059 0.00 0.03 -0.18
H 3.335 -5.543 12.415 0.18 0.06 0.12
H 4.607 -5.373 10.327 -0.11 -0.06 -0.14
O -4.972 5.045 -3.126 -0.04 -0.01 0.02
C -5.649 5.787 -3.750 0.04 -0.24 0.16
O -6.195 5.501 -4.960 -0.06 0.42 0.16
C -7.049 6.590 -5.320 -0.06 -0.11 -0.39
C -6.477 7.723 -4.502 -0.32 0.01 0.26
F -7.434 8.604 -4.123 0.07 0.01 0.03
O -5.983 7.052 -3.358 0.24 -0.06 -0.35
H -8.076 6.358 -5.034 0.01 0.14 0.14
H -7.012 6.777 -6.390 0.16 -0.15 -0.01
H -5.661 8.264 -4.986 -0.06 0.12 0.03
```
Forces are in eV/Å.

As for the HOMO energy: -7.18 eV. Its SMILES is C=CN1c2cc(P(C)CC)c(-c3ccccn3)c(CCCF)c2Sc2c(CCF)c(CSCC)c(N(C(=O)F)C(=O)F)c(C(F)(F)C(F)F)c21.O=C1OC[C@@H](F)O1.O=C1OC[C@@H](F)O1.O=C1OC[C@@H](F)O1.O=C1OC[C@@H](F)O1.O=C1OC[C@@H](F)O1. The net charge is 0. As for the orbital gap: 7.38 eV.


The lowest net charge belongs to which entry? C49H49F13N3O17PS2


Among the records above, which one has the lowest net charge? C49H49F13N3O17PS2


The lowest net charge belongs to which entry? C49H49F13N3O17PS2


The highest net charge belongs to which entry? C23H43N2O2P3Sc